{
  "formula": "C4H5N3",
  "method": "the ωB97M-V functional and the def2-TZVPD basis",
  "charge": 0,
  "e_above_lowest_ev": 3.953,
  "e_homo_ev": -8.6,
  "e_tot_ev": -8695.8590,
  "gap_ev": 8.08,
  "symbols": ["C", "H", "C", "N", "H", "H", "C", "H", "C", "N", "N", "H"],
  "xyz": [[-0.1963, 1.1952, -0.0658], [0.0977, -2.0245, 0.4756], [-2.0468, -0.3196, 0.0154], [2.6427, -0.5828, 0.0293], [3.2783, 0.2292, -0.0705], [-2.6934, -1.2808, -0.2963], [1.4726, -0.1263, -0.1601], [-0.6037, 2.1912, 0.2545], [-0.6864, -0.1492, 0.0259], [1.1614, 1.3059, 0.0057], [0.3773, -0.9513, -0.0813], [-2.8033, 0.5129, -0.1323]],
  "forces_ev_per_a": [[4.5, 4.2, 2.9], [2.4, 4.3, -2.5], [-2.0, -1.6, -1.8], [0.6, 0.7, -1.3], [-0.2, -0.7, 0.4], [2.3, 1.6, 1.3], [3.5, 0.1, 3.0], [-0.9, -1.4, -0.9], [-4.8, 1.6, -1.2], [-4.5, -3.3, -2.4], [-2.6, -4.9, 1.9], [1.7, -0.5, 0.7]]
}